Record 1
The following is a DFT calculation (ωB97M-V/def2-TZVPD) of a structure of composition C42H51BiNP2Sb at a distorted geometry.

Results
HOMO-LUMO gap, eV: 6.278
E_tot, Eh: -2822.816966
Total charge: +2

Each line ends with the Mulliken charge.
Element x y z (Å)
Bi (-0.15, 0.07, -1.25)  0.873
C (-3.29, -3.09, -3.76)  -1.427
C (-2.59, -1.86, -3.16)  0.539
C (-3.61, -0.88, -2.58)  -1.231
P (-1.33, -2.25, -1.83)  0.037
C (-0.20, -3.66, -2.27)  0.883
C (-0.84, -5.05, -2.37)  -1.405
C (0.52, -3.28, -3.57)  -1.383
C (-2.24, -2.44, -0.29)  0.492
C (-3.05, -3.56, -0.09)  -0.998
C (-3.92, -3.62, 0.98)  -1.140
C (-4.03, -2.52, 1.82)  -0.927
C (-3.23, -1.41, 1.64)  -0.479
C (-2.29, -1.35, 0.60)  0.451
N (-1.47, -0.23, 0.42)  0.804
C (-1.33, 0.79, 1.37)  -1.475
C (-1.10, 0.51, 2.73)  0.919
C (-0.82, 1.53, 3.62)  -1.092
C (-0.76, 2.85, 3.19)  -1.068
C (-0.99, 3.14, 1.86)  -0.818
C (-1.25, 2.13, 0.94)  0.931
P (-1.53, 2.47, -0.84)  -0.004
C (-3.13, 3.42, -0.91)  0.453
C (-4.24, 2.44, -0.48)  -1.204
C (-3.22, 4.70, -0.08)  -1.632
C (-0.08, 3.49, -1.43)  1.934
C (-0.08, 4.98, -1.12)  -1.764
C (0.04, 3.31, -2.96)  -1.482
H (-4.11, -2.74, -4.39)  0.461
H (-2.62, -3.67, -4.39)  0.344
H (-3.71, -3.73, -2.98)  0.292
H (-2.02, -1.36, -3.96)  0.567
H (-4.26, -1.39, -1.87)  0.314
H (-3.13, -0.05, -2.07)  -0.193
H (-4.22, -0.47, -3.38)  0.682
H (0.51, -3.67, -1.44)  0.191
H (-1.63, -5.08, -3.12)  0.230
H (-0.07, -5.75, -2.67)  0.480
H (-1.25, -5.38, -1.42)  0.363
H (-0.17, -3.29, -4.41)  0.285
H (1.00, -2.30, -3.51)  0.314
H (1.30, -4.02, -3.77)  0.494
H (-3.00, -4.38, -0.79)  0.311
H (-4.54, -4.50, 1.13)  0.477
H (-4.75, -2.53, 2.63)  0.446
H (-3.35, -0.56, 2.30)  0.533
H (-1.14, -0.51, 3.07)  0.539
H (-0.63, 1.29, 4.66)  0.474
H (-0.52, 3.64, 3.89)  0.512
H (-0.96, 4.17, 1.53)  0.230
H (-3.25, 3.65, -1.97)  0.630
H (-4.10, 2.15, 0.56)  0.277
H (-5.21, 2.94, -0.56)  0.522
H (-4.28, 1.55, -1.10)  0.092
H (-3.57, 4.47, 0.93)  0.390
H (-2.28, 5.24, 0.00)  0.382
H (-3.94, 5.37, -0.55)  0.427
H (0.79, 3.02, -0.94)  -0.658
H (-0.96, 5.47, -1.54)  0.411
H (-0.04, 5.18, -0.05)  0.340
H (0.80, 5.44, -1.56)  0.528
H (-0.80, 3.79, -3.46)  0.401
H (0.95, 3.77, -3.32)  0.462
H (0.05, 2.26, -3.28)  0.224
C (4.35, 3.23, 3.91)  -0.616
C (4.09, 3.58, 2.59)  -0.645
C (3.33, 2.75, 1.78)  -0.624
C (2.85, 1.55, 2.30)  1.025
C (3.06, 1.21, 3.63)  -0.414
C (3.82, 2.05, 4.43)  -0.802
Sb (1.89, 0.12, 0.99)  0.981
C (3.42, -0.15, -0.48)  1.229
C (3.99, -1.40, -0.70)  -0.699
C (4.96, -1.57, -1.68)  -0.803
C (5.36, -0.49, -2.46)  -0.546
C (4.78, 0.76, -2.26)  -0.754
C (3.81, 0.92, -1.29)  -0.405
C (2.17, -1.67, 2.11)  0.693
C (1.12, -2.54, 2.39)  -0.538
C (1.35, -3.67, 3.16)  -0.647
C (2.62, -3.93, 3.66)  -0.707
C (3.67, -3.07, 3.37)  -0.808
C (3.45, -1.94, 2.59)  -0.676
H (4.96, 3.87, 4.53)  0.419
H (4.48, 4.51, 2.20)  0.455
H (3.12, 3.05, 0.76)  0.184
H (2.64, 0.31, 4.04)  0.574
H (4.00, 1.78, 5.46)  0.450
H (3.69, -2.25, -0.09)  0.387
H (5.40, -2.54, -1.84)  0.457
H (6.12, -0.61, -3.21)  0.425
H (5.08, 1.60, -2.87)  0.456
H (3.36, 1.90, -1.14)  0.069
H (0.12, -2.34, 2.00)  0.414
H (0.53, -4.34, 3.39)  0.491
H (2.79, -4.80, 4.27)  0.412
H (4.66, -3.28, 3.74)  0.451
H (4.27, -1.27, 2.36)  0.553

***

Record 2
The following is a DFT calculation (ωB97M-V/def2-TZVPD) of a structure of composition C42H51ClF3N8O3PtS at a distorted geometry.

Results
HOMO-LUMO gap, eV: 6.356
E_tot, Eh: -3571.306560
Total charge: +3

Each line ends with the Mulliken charge.
Element x y z (Å)
Pt (1.55, -0.50, 1.72)  2.311
C (5.78, -0.04, 2.53)  -1.509
C (4.33, 0.33, 2.57)  0.868
O (3.53, -0.37, 1.88)  -0.704
N (3.97, 1.36, 3.33)  0.127
C (2.60, 1.86, 3.48)  -1.668
C (1.78, 0.95, 4.36)  1.084
C (1.61, 1.15, 5.71)  -0.931
C (0.91, 0.22, 6.46)  -0.469
C (0.40, -0.91, 5.84)  -1.007
C (0.61, -1.06, 4.48)  0.078
N (1.28, -0.15, 3.76)  -0.201
H (5.99, -0.54, 1.59)  0.316
H (5.98, -0.75, 3.34)  0.375
H (6.42, 0.82, 2.66)  0.500
H (4.70, 1.78, 3.88)  0.305
H (2.14, 1.90, 2.49)  0.134
H (2.65, 2.87, 3.88)  0.663
H (2.02, 2.04, 6.18)  0.562
H (0.76, 0.37, 7.52)  0.458
H (-0.14, -1.66, 6.38)  0.500
H (0.24, -1.93, 3.94)  0.461
C (0.18, 0.41, -6.07)  -0.961
C (0.20, -0.92, -5.35)  -0.632
N (-0.18, -0.80, -3.91)  0.335
C (-1.55, -1.13, -3.49)  -1.355
C (-2.51, 0.04, -3.61)  0.098
C (0.67, -0.34, -3.04)  0.028
S (0.27, -0.05, -1.36)  0.653
N (1.95, -0.02, -3.30)  -0.425
C (2.56, 0.39, -2.24)  0.242
O (1.83, 0.41, -1.08)  0.040
C (3.92, 0.87, -2.17)  0.125
C (4.47, 1.34, -0.98)  -0.028
C (5.76, 1.82, -0.97)  -0.832
C (6.51, 1.83, -2.15)  -0.524
C (5.96, 1.36, -3.33)  -0.802
C (4.67, 0.88, -3.35)  -0.460
H (0.46, 0.26, -7.11)  0.403
H (0.89, 1.11, -5.63)  0.305
H (-0.82, 0.86, -6.05)  0.257
H (1.20, -1.37, -5.38)  0.413
H (-0.50, -1.63, -5.78)  0.407
H (-1.50, -1.49, -2.45)  0.453
H (-1.87, -1.98, -4.09)  0.418
H (-2.18, 0.90, -3.03)  -0.127
H (-3.49, -0.27, -3.24)  -0.113
H (-2.63, 0.35, -4.65)  0.494
H (3.88, 1.33, -0.07)  0.426
H (6.20, 2.20, -0.06)  0.479
H (7.52, 2.21, -2.14)  0.435
H (6.54, 1.38, -4.24)  0.461
H (4.22, 0.52, -4.27)  0.511
C (-5.32, -1.54, -0.04)  -1.443
C (-5.63, -0.04, 0.02)  1.417
C (-6.81, 0.19, 0.98)  -1.825
C (-6.06, 0.41, -1.39)  -1.504
C (-4.38, 0.76, 0.49)  1.824
O (-3.30, 0.58, -0.44)  0.975
C (-4.70, 2.26, 0.65)  -1.706
C (-3.56, 3.24, 0.93)  -1.667
C (-2.49, 3.40, -0.12)  0.226
C (-2.81, 3.63, -1.46)  -0.043
C (-1.82, 3.81, -2.41)  -1.059
C (-0.49, 3.79, -2.03)  0.348
Cl (0.76, 4.03, -3.21)  -0.180
C (-0.14, 3.61, -0.70)  -1.113
C (-1.14, 3.41, 0.24)  0.114
C (-3.84, 0.18, 1.85)  -2.260
N (-2.53, -0.43, 1.69)  0.726
C (-1.35, 0.13, 1.91)  0.509
N (-0.40, -0.72, 1.50)  -0.689
C (-1.09, -1.84, 1.13)  -0.619
N (-2.38, -1.68, 1.23)  -0.736
H (-6.08, -2.05, -0.64)  0.563
H (-5.34, -2.01, 0.94)  0.306
H (-4.35, -1.74, -0.50)  0.009
H (-7.61, -0.52, 0.74)  0.500
H (-7.23, 1.19, 0.89)  0.394
H (-6.54, 0.02, 2.02)  0.336
H (-6.95, -0.16, -1.68)  0.545
H (-5.31, 0.20, -2.15)  0.232
H (-6.33, 1.46, -1.44)  0.344
H (-3.64, 0.77, -1.32)  -0.304
H (-5.42, 2.36, 1.46)  0.539
H (-5.23, 2.59, -0.25)  0.428
H (-3.08, 3.04, 1.90)  0.404
H (-4.04, 4.21, 1.07)  0.528
H (-3.84, 3.67, -1.76)  0.481
H (-2.08, 3.98, -3.45)  0.551
H (0.90, 3.64, -0.41)  0.567
H (-0.86, 3.30, 1.28)  0.599
H (-4.49, -0.58, 2.28)  0.418
H (-3.73, 0.98, 2.58)  0.308
H (-1.21, 1.14, 2.24)  0.572
H (-0.62, -2.74, 0.76)  0.683
F (2.73, -7.58, 0.99)  -0.222
C (3.60, -6.71, 0.48)  0.779
F (3.73, -6.95, -0.83)  -0.250
F (4.78, -6.88, 1.07)  -0.239
C (3.09, -5.29, 0.71)  0.279
C (3.26, -4.70, 1.95)  -0.967
C (2.76, -3.42, 2.14)  -0.470
N (2.11, -2.75, 1.19)  0.015
C (1.95, -3.34, 0.00)  -0.496
C (2.42, -4.61, -0.29)  -1.001
H (3.78, -5.20, 2.75)  0.498
H (2.89, -2.92, 3.09)  0.516
H (1.42, -2.77, -0.76)  0.745
H (2.28, -5.04, -1.27)  0.537

***

Which value of HOMO-LUMO gap does entry 2 give?
6.356 eV